Record 1
12
Properties=species:S:1:pos:R:3:forces:R:3:lowdin_charge:R:1 method="wB97M-V/def2-TZVPD" homo_lumo_gap_ev=9.88 e_above_lowest_kcal_mol=72.04 smiles="C=CN=C.O"
C 0.762916 -0.322640 -1.515653 0.15 1.19 -0.01 -0.0097
C 1.034098 -0.426805 -0.206274 0.07 1.37 0.33 -0.2555
N 0.427396 0.276027 0.906086 -0.96 3.35 -1.74 -0.0525
C 0.069322 1.528048 0.604002 0.78 -3.98 2.06 0.0160
H 0.189062 0.513989 -2.084422 0.47 -2.08 1.32 0.0944
H 1.410091 -0.987114 -2.063115 -0.08 0.19 -0.76 0.0403
H 1.950543 -0.917199 0.126073 -0.65 -0.72 -0.12 0.1020
H -0.409140 2.116931 1.425223 0.40 -0.32 -1.16 0.0917
H 0.276901 1.799767 -0.416498 -0.12 1.11 -0.09 0.0508
O -1.966289 -1.451422 1.405842 1.87 2.10 -1.14 -0.1300
H -1.197519 -0.771066 1.185504 -2.11 -2.06 0.94 0.0320
H -2.547381 -1.358515 0.633234 0.18 -0.14 0.36 0.0206



Record 2
12
Properties=species:S:1:pos:R:3:forces:R:3:lowdin_charge:R:1 method="wB97M-V/def2-TZVPD" homo_lumo_gap_ev=9.13 e_above_lowest_kcal_mol=63.25 smiles="C=CN.C=O"
C 0.052084 0.626724 -1.980777 -0.82 -1.45 1.37 -0.0424
C -1.082529 -0.094673 -1.849675 -0.02 1.66 -1.13 -0.3188
N -1.372907 -1.430483 -2.021678 -0.14 0.34 0.80 0.0374
H 0.971584 0.124047 -1.700736 0.44 0.36 -0.84 0.0411
H -0.103546 1.687452 -1.898140 0.53 0.18 0.18 0.0285
H -1.975065 0.524369 -1.716759 -0.07 -0.39 -0.12 0.0973
H -2.355224 -1.513472 -2.192155 -0.13 -0.65 -0.15 0.0734
H -0.790709 -1.983015 -2.618395 0.22 -0.05 -0.11 0.0842
C 1.671955 0.515006 3.989570 -0.03 0.02 0.15 -0.1527
O 0.570934 0.653869 3.538005 0.09 0.10 -0.04 -0.0022
H 2.415365 1.334909 4.031105 -0.12 0.01 -0.11 0.0790
H 1.998059 -0.444730 4.419632 0.06 -0.13 0.00 0.0753



The evaluated E_HOMO for the records listed, in turn: -0.36230, -0.29903 Eh.
The evaluated largest force on an atom for the records listed, in turn: 0.089, 0.042 Eh/bohr.